Record 1
Density functional theory data (ωB97M-V with the def2-TZVPD basis set) for a structure of composition C28H32BrEuP.

Geometry as XYZ:
```
63
Properties=species:S:1:pos:R:3:forces:R:3
Eu -0.144104 -1.023025 0.174511 0.39 0.43 -0.05
C -1.508895 -3.292049 -0.198389 -0.29 -0.03 0.05
C -1.589790 -3.019413 1.191145 -0.27 -0.01 -0.11
C -2.357856 -1.838023 1.359100 -0.21 -0.21 -0.11
C -2.769070 -1.388032 0.076614 -0.13 -0.32 -0.02
C -2.240287 -2.286320 -0.887333 -0.30 -0.18 0.13
C -2.470591 -2.275806 -2.372751 0.03 0.01 0.07
C -3.638690 -0.188218 -0.178981 0.04 -0.02 0.02
C -2.731487 -1.223823 2.680500 0.08 0.00 -0.06
C -1.079922 -3.869288 2.319422 0.01 0.06 -0.03
C -0.858036 -4.480249 -0.849880 -0.01 0.06 0.02
H -3.171986 -3.059716 -2.672862 0.00 -0.01 -0.01
H -1.547094 -2.454925 -2.933189 0.00 0.01 -0.02
H -2.882709 -1.325940 -2.714668 0.01 0.01 -0.01
H -4.608721 -0.288646 0.314636 -0.01 0.01 -0.01
H -3.833179 -0.060560 -1.244793 0.01 0.02 0.00
H -3.192175 0.742128 0.190624 -0.03 0.00 -0.01
H -3.188242 -1.962563 3.343076 -0.01 0.00 0.01
H -3.450064 -0.415041 2.546463 0.00 0.02 0.01
H -1.871296 -0.809693 3.218898 -0.02 0.01 0.02
H -1.890810 -4.450588 2.767830 -0.01 0.00 0.01
H -0.639960 -3.264174 3.116081 0.02 -0.03 0.01
H -0.319634 -4.575900 1.986974 0.01 0.00 0.02
H -1.599656 -5.210022 -1.186872 0.00 -0.01 -0.01
H -0.187793 -4.997849 -0.162530 0.02 0.00 -0.01
H -0.271567 -4.199043 -1.730312 0.00 -0.02 0.00
Br 2.134370 -2.857408 0.898705 0.30 0.03 0.11
C 3.409181 -1.583572 1.603982 0.05 -0.08 -0.02
C 4.592545 -2.094589 2.048756 -0.16 -0.12 -0.08
C 5.560678 -1.217371 2.572640 0.02 0.15 0.03
C 5.301760 0.121786 2.628473 0.09 -0.09 0.01
C 4.072310 0.649367 2.168226 -0.01 -0.07 -0.01
C 3.815976 2.039079 2.235750 -0.06 0.08 0.00
C 2.625774 2.537005 1.792780 0.12 0.04 0.05
C 1.650367 1.664299 1.262136 -0.06 -0.24 -0.07
C 1.808640 0.291137 1.152721 0.37 0.33 0.19
C 3.067301 -0.206503 1.630531 -0.09 0.12 -0.05
H 4.786550 -3.157261 2.002390 -0.01 0.00 -0.01
H 6.501846 -1.616653 2.926178 0.01 0.00 0.01
H 6.039975 0.807208 3.028038 0.01 0.00 0.01
H 4.577799 2.688986 2.649652 0.01 0.02 0.00
H 2.424132 3.601053 1.849265 0.02 0.01 0.00
H 0.725579 2.136459 0.924284 -0.02 -0.05 0.01
C -1.217992 1.008810 -3.679782 0.02 0.00 0.00
P -0.303936 1.105776 -2.093227 0.13 0.06 -0.16
C 1.432063 1.101154 -2.678472 -0.04 0.04 -0.01
C -0.592597 2.847192 -1.633633 0.00 -0.05 0.05
C -1.902968 3.240403 -1.356395 0.03 -0.01 0.00
C -2.182166 4.537950 -0.961303 -0.01 0.00 0.00
C -1.151489 5.457868 -0.824905 -0.01 0.03 0.01
C 0.154050 5.073163 -1.085519 0.01 0.03 0.01
C 0.434781 3.774658 -1.486933 0.00 -0.03 -0.01
H -2.286730 1.117443 -3.499249 -0.01 0.00 0.01
H -1.050975 0.031185 -4.132185 -0.01 -0.01 0.00
H -0.892602 1.790485 -4.367139 0.01 0.00 0.00
H 1.624322 1.875033 -3.423804 -0.01 0.00 0.00
H 1.638373 0.126994 -3.125886 0.00 0.00 0.00
H 2.103965 1.227278 -1.828213 0.00 -0.01 0.00
H -2.712441 2.523946 -1.442853 -0.01 0.00 0.00
H -3.203333 4.829134 -0.752233 0.00 0.00 0.00
H -1.366668 6.470786 -0.511357 0.00 0.01 0.00
H 0.962573 5.784136 -0.974063 0.00 0.00 0.00
H 1.462605 3.490361 -1.670672 -0.01 -0.01 0.00
```
Positions in Å, forces in eV/Å.

Results
Multiplicity   8
Net charge   0
Frontier orbital gap (alpha / beta)   6.84 / 7.53 eV

---

Record 2
Density functional theory data (ωB97M-V with the def2-TZVPD basis set) for a structure of composition C36H38CaO2P2 at a distorted geometry.

Geometry as XYZ:
```
79
Properties=species:S:1:pos:R:3:forces:R:3
Ca 0.290022 1.659601 0.510907 -0.59 1.54 0.21
C 2.986672 -0.092485 6.235895 0.65 0.39 -0.40
C 2.660671 -0.528912 5.018766 0.48 -0.05 -0.53
C 1.963366 -1.808611 4.625244 -0.21 -0.23 0.08
C 0.495600 -1.626658 4.234752 0.32 -0.07 0.05
C -0.215323 -0.762570 5.224388 -1.04 -0.57 0.68
C -0.022394 -0.701821 6.552311 -0.30 0.83 -0.46
C 1.080937 -1.227241 7.435077 -0.19 -0.22 0.72
C 2.351667 -0.357631 7.551283 -0.59 -0.78 -0.07
C -1.312945 2.978329 1.751364 -0.05 -0.02 -0.42
H 3.791018 0.641342 6.278820 -0.46 0.47 -0.12
H 2.960025 0.109074 4.172038 0.36 -0.50 0.30
H 2.004310 -2.533721 5.447637 0.13 0.23 -0.32
H 2.492087 -2.286571 3.784448 0.06 0.26 0.23
H 0.379543 -1.217058 3.219200 0.10 0.02 0.27
H 0.024297 -2.623729 4.218262 -0.02 0.28 -0.09
H -1.122873 -0.314014 4.814534 0.18 0.19 0.31
H -0.762092 -0.130626 7.140996 0.33 -0.12 -0.57
H 1.363256 -2.259270 7.193878 -0.21 0.22 0.26
H 0.624662 -1.193145 8.437540 0.30 -0.54 -0.16
H 2.020443 0.618001 7.933433 0.30 -0.08 0.08
H 3.030315 -0.816993 8.296730 -0.23 0.31 -0.31
H -0.570842 3.662993 2.202932 -0.34 0.09 -0.15
H -1.673765 2.364188 2.588940 -0.19 0.06 -0.07
H -2.159811 3.538913 1.306431 0.42 -0.10 0.45
P 1.081472 0.600757 -2.808091 0.89 -0.62 -0.22
P -2.108521 0.889225 -2.416719 -0.86 -0.13 -0.83
C -0.005874 -0.852583 -2.628852 -1.01 -0.06 0.30
C -1.349412 -0.746025 -2.644714 0.90 0.03 -0.35
C 1.966245 0.077481 -4.341883 0.11 0.31 -0.47
C 2.061115 -1.252411 -4.776257 0.13 0.15 -0.32
C 2.686661 -1.555848 -5.991961 -0.07 0.14 0.13
C 3.211679 -0.538680 -6.793423 -0.08 0.20 0.41
C 3.150370 0.787307 -6.344838 0.05 -0.17 -0.06
C 2.541397 1.097025 -5.128530 -0.22 -0.45 0.08
C 2.270837 0.004205 -1.545057 -0.69 -1.12 0.30
C 1.621466 -0.322637 -0.321751 1.09 -0.11 0.18
C 2.409501 -0.501731 0.815595 -0.20 -1.19 -0.10
C 3.794083 -0.677872 0.687004 -0.06 0.19 0.11
C 4.389360 -0.656050 -0.578129 -0.18 0.15 0.26
C 3.634304 -0.281823 -1.700410 -0.13 0.10 0.49
C -3.369841 0.642501 -3.786386 -0.22 0.21 -0.07
C -2.900838 0.485647 -5.108620 -0.26 -0.06 0.38
C -3.793842 0.224996 -6.150768 0.07 0.01 0.20
C -5.165009 0.115159 -5.902196 0.25 0.15 0.28
C -5.635624 0.305227 -4.601807 0.15 0.03 -0.07
C -4.751328 0.582253 -3.551656 0.13 -0.17 -0.22
C -3.100957 0.552345 -0.913453 0.02 0.16 0.20
C -3.613450 1.677497 -0.239572 -0.09 -0.36 -0.27
C -4.444979 1.507911 0.863611 -0.10 -0.19 0.05
C -4.743382 0.216709 1.321663 0.16 0.23 -0.22
C -4.192016 -0.899179 0.685933 0.07 0.11 0.02
C -3.354247 -0.731982 -0.418912 -0.32 0.13 0.18
H 0.498099 -1.803152 -2.441760 -0.23 -0.07 -0.59
H -2.014042 -1.595819 -2.842841 0.36 0.03 0.52
H 1.632334 -2.065325 -4.188531 0.18 0.26 -0.19
H 2.754508 -2.596688 -6.311730 -0.04 0.29 0.05
H 3.671295 -0.774643 -7.754217 -0.11 0.07 0.29
H 3.573753 1.587580 -6.952328 -0.11 -0.21 0.14
H 2.485904 2.133527 -4.786557 -0.01 -0.30 -0.14
H 0.507875 -0.461172 -0.240702 1.13 0.00 -0.38
H 1.925007 -0.623826 1.790917 0.36 -0.01 -0.36
H 4.380459 -0.860691 1.597143 -0.19 0.02 -0.52
H 5.451273 -0.914634 -0.677694 -0.50 0.18 -0.03
H 4.108555 -0.277089 -2.685614 -0.26 0.31 0.31
H -1.826424 0.533955 -5.307609 -0.31 0.02 0.00
H -3.412980 0.098176 -7.162587 -0.06 0.01 0.20
H -5.852274 -0.108719 -6.718662 0.16 0.08 0.25
H -6.702733 0.229113 -4.400110 0.21 0.04 -0.01
H -5.145661 0.713469 -2.541878 0.14 -0.03 -0.28
H -3.370725 2.677586 -0.611275 -0.10 -0.35 0.21
H -4.861632 2.386529 1.362143 0.18 -0.34 -0.10
H -5.398185 0.088134 2.182686 0.15 0.01 -0.20
H -4.423190 -1.906458 1.039628 0.10 0.33 -0.05
H -2.919777 -1.605622 -0.901906 -0.19 0.18 0.12
O 1.533669 1.797854 2.373801 2.56 1.00 -1.10
C 2.514313 2.331288 1.705468 -1.55 -0.21 -1.68
O 2.468925 2.545154 0.411538 -0.24 -0.43 3.05
H 3.453635 2.630666 2.207051 -0.36 -0.15 0.13
```
Positions in Å, forces in eV/Å.

Results
Multiplicity   1
Net charge   0
Frontier orbital gap   6.91 eV

---

Record 3
Density functional theory data (ωB97M-V with the def2-TZVPD basis set) for an isolated molecule of CH3INOP at a distorted geometry.

Geometry as XYZ:
```
8
Properties=species:S:1:pos:R:3:forces:R:3
C -1.412003 -0.994125 -0.522805 -5.82 0.08 4.52
N -0.192410 -0.729993 -0.857782 1.99 2.79 2.31
O -2.116350 -0.585539 0.509835 3.90 -1.59 -5.09
P 0.661822 0.361805 0.257096 2.16 -0.78 -1.08
I -2.242083 -2.514901 -1.712612 -0.43 -0.33 -0.44
H 0.297329 -0.878806 -1.698352 -0.18 -0.86 -1.12
H 0.064114 -0.085538 1.383773 -0.50 -0.56 1.14
H -0.122892 1.454383 0.200500 -1.11 1.25 -0.24
```
Positions in Å, forces in eV/Å.

Results
Multiplicity   1
Net charge   0
Frontier orbital gap   10.05 eV